Record 1
{
  "formula": "C3H9NO2S",
  "method": "wB97M-V/def2-TZVPD",
  "elements": ["C", "C", "O", "S", "O", "N", "C", "H", "H", "H", "H", "H", "H", "H", "H", "H"],
  "xyz": [[1.097405, 1.148851, 2.071192], [0.152097, 0.334710, 1.108172], [0.942857, -0.435151, 0.221713], [0.501229, 0.108108, -1.366331], [0.818289, 1.461945, -1.459044], [-0.957173, -0.098163, -1.694235], [-1.509814, -1.442804, -1.601206], [1.657883, 0.501688, 2.621436], [1.746489, 1.963129, 1.598469], [0.291753, 1.600701, 2.800021], [-0.553317, 0.917255, 0.611480], [-0.444785, -0.331949, 1.775900], [1.495855, -0.521404, -2.180423], [-2.606306, -1.085552, -1.508080], [-1.148065, -1.953078, -0.640436], [-1.484397, -2.168286, -2.358626]],
  "forces_ev_per_angstrom": [[-3.766, 2.875, -1.345], [1.704, -0.424, 3.197], [-0.490, -0.112, -3.318], [0.055, -1.670, 0.460], [1.393, 2.967, 0.089], [1.649, -1.382, -0.684], [-2.600, 1.441, 3.515], [1.741, -1.815, 1.453], [-1.158, -1.206, 0.494], [1.839, -0.342, -1.132], [-0.990, 1.303, -0.917], [0.493, 0.075, -0.605], [-1.015, -0.168, 1.391], [1.304, -1.665, 0.202], [-0.823, 0.554, -1.111], [0.662, -0.432, -1.688]],
  "total_energy_ev": -19673.38105,
  "smiles": "CCO[S@H](=O)=NC",
  "total_charge": 0,
  "e_lumo_ha": 0.0171,
  "gap_ev": 10.31,
  "relative_energy_kcal_mol": 116.0
}



Record 2
{
  "formula": "C3H9NO2S",
  "method": "wB97M-V/def2-TZVPD",
  "elements": ["N", "C", "C", "O", "C", "S", "H", "H", "H", "H", "H", "H", "H", "O", "H", "H"],
  "xyz": [[-0.549533, -0.120945, 1.225292], [-0.445428, -0.710716, -0.118893], [-1.020396, -2.169536, -0.018742], [-1.381216, -2.735199, -1.011921], [0.944310, -0.822938, -0.658743], [1.351872, 0.625125, -1.711400], [-0.033070, 0.743658, 1.240386], [-0.239904, -0.723314, 1.967142], [-1.158988, -0.217549, -0.797920], [-0.950977, -2.573836, 0.963591], [1.698204, -1.076443, 0.100003], [1.094898, -1.701410, -1.287143], [1.186740, 1.579934, -0.800549], [0.263920, 3.416999, 0.263630], [-0.235844, 2.912158, 0.926772], [-0.524587, 3.574013, -0.281511]],
  "forces_ev_per_angstrom": [[-0.499, 0.494, -0.977], [-1.646, -1.698, 1.396], [0.818, 2.125, -1.851], [-0.227, -0.474, 0.522], [1.147, 0.010, -0.809], [0.424, -0.624, -0.039], [0.204, 0.070, 0.319], [0.353, -0.200, 0.087], [0.626, 0.085, 0.104], [-0.305, -1.037, 1.245], [-0.249, 0.832, 0.274], [-0.541, 0.195, -0.623], [-0.021, 0.188, 0.287], [-1.437, -0.507, 0.195], [0.756, 0.059, 0.479], [0.596, 0.483, -0.610]],
  "total_energy_ev": -19676.22979,
  "smiles": "N[C@H](C=O)CS.O",
  "total_charge": 0,
  "e_lumo_ha": 0.0198,
  "gap_ev": 9.63,
  "relative_energy_kcal_mol": 50.3
}



Record 3
{
  "formula": "C3H9NO2S",
  "method": "wB97M-V/def2-TZVPD",
  "elements": ["N", "C", "C", "O", "C", "S", "H", "H", "H", "H", "H", "H", "H", "O", "H", "H"],
  "xyz": [[-0.691071, -0.225756, 0.813887], [-0.081875, -1.288960, 0.042001], [0.718351, -0.659069, -1.085848], [1.790166, -1.042687, -1.446757], [0.823537, -2.132939, 0.904868], [-0.024624, -3.191146, 2.140296], [-1.240476, 0.429473, 0.283304], [-1.196768, -0.560351, 1.612442], [-0.820878, -1.943206, -0.438584], [0.194128, 0.166505, -1.599451], [1.490196, -1.476175, 1.453372], [1.455375, -2.820941, 0.359124], [-1.281176, -2.767211, 1.948785], [-0.354061, 5.487111, -1.847752], [-0.139167, 5.692726, -0.923683], [-0.641657, 6.332627, -2.216004]],
  "forces_ev_per_angstrom": [[0.521, 0.281, 0.130], [0.046, -0.173, -0.073], [-0.478, -0.177, 0.074], [0.374, -0.013, -0.144], [0.167, -0.233, 0.729], [-0.147, 0.083, -0.030], [-0.193, -0.088, -0.141], [-0.238, -0.040, 0.164], [-0.079, -0.132, -0.191], [0.043, 0.219, -0.055], [0.049, 0.192, 0.088], [-0.091, 0.077, -0.513], [0.028, 0.013, -0.042], [0.017, 0.317, 0.380], [-0.075, -0.132, -0.409], [0.056, -0.194, 0.032]],
  "total_energy_ev": -19676.54052,
  "smiles": "N[C@@H](C=O)CS.O",
  "total_charge": 0,
  "e_lumo_ha": 0.0253,
  "gap_ev": 9.89,
  "relative_energy_kcal_mol": 43.2
}



Record 4
{
  "formula": "C3H9NO2S",
  "method": "wB97M-V/def2-TZVPD",
  "elements": ["C", "C", "C", "N", "O", "O", "S", "H", "H", "H", "H", "H", "H", "H", "H", "H"],
  "xyz": [[0.826728, -1.128551, -1.027391], [0.886387, 0.700776, 0.828605], [0.448528, -0.697265, 0.341206], [0.632561, 1.784815, -0.122347], [-2.306322, 0.225429, -0.896402], [-2.685412, -1.462488, 0.923290], [-1.997111, -0.344206, 0.385012], [0.102645, -1.806815, -1.486476], [0.918491, -0.251121, -1.658826], [1.840626, -1.552309, -1.020830], [0.428310, 0.988892, 1.726724], [1.953653, 0.665808, 0.786638], [0.562145, -1.362150, 1.223315], [1.019722, 1.502593, -1.035410], [-0.341234, 1.932112, -0.354050], [-2.289720, 0.804475, 1.386935]],
  "forces_ev_per_angstrom": [[-0.002, 0.231, -0.061], [-0.690, -0.361, -3.473], [-2.122, 1.197, 2.307], [0.250, 0.001, -1.215], [-0.296, 0.002, -0.552], [-0.728, -1.182, 0.297], [2.900, 2.207, 1.305], [0.284, -0.077, 0.131], [-0.281, 0.013, -0.276], [-0.295, -0.326, 0.153], [-0.117, -0.033, 1.609], [1.008, -0.171, 1.108], [-0.366, -0.216, -0.999], [0.000, 0.516, 0.656], [-0.325, -0.125, 0.408], [0.779, -1.677, -1.397]],
  "total_energy_ev": -19674.02584,
  "total_charge": 0,
  "e_lumo_ha": -0.0177,
  "gap_ev": 8.69,
  "relative_energy_kcal_mol": 101.2
}



Record 5
{
  "formula": "C3H9NO2S",
  "method": "wB97M-V/def2-TZVPD",
  "elements": ["O", "C", "N", "C", "C", "S", "H", "H", "H", "H", "H", "H", "H", "O", "H", "H"],
  "xyz": [[0.701534, -2.449140, -3.087233], [0.232983, -1.667837, -2.254615], [0.829195, -0.922522, -1.243444], [0.140097, 0.273343, -0.634798], [-1.136324, 0.217867, 0.347990], [-2.135868, -1.516173, 0.325972], [-0.786118, -1.406740, -2.217299], [1.816464, -0.869865, -1.355981], [-0.094552, 0.944846, -1.472380], [1.014816, 0.753009, -0.069483], [-1.672376, 1.138904, 0.371294], [-0.785198, 0.123575, 1.337123], [-2.877607, -1.006826, -0.827020], [1.271741, 1.833273, 3.548864], [1.823535, 2.154736, 4.406278], [1.657673, 2.399545, 2.824729]],
  "forces_ev_per_angstrom": [[-0.107, 1.512, 1.951], [1.083, -0.192, -0.459], [-1.176, -0.765, -0.419], [1.036, 0.583, 0.066], [1.605, -3.435, -0.695], [-0.430, 3.692, -2.483], [-1.936, -0.107, -0.394], [0.784, 0.187, 0.450], [-0.125, -0.009, 0.313], [-1.495, -0.415, -0.593], [-0.923, 0.291, -0.744], [0.765, -0.068, 1.196], [0.927, -1.276, 1.842], [2.565, 2.016, 1.930], [-2.004, -1.173, -3.109], [-0.569, -0.841, 1.148]],
  "total_energy_ev": -19675.54598,
  "smiles": "O=CNCCS.O",
  "total_charge": 0,
  "e_lumo_ha": 0.0112,
  "gap_ev": 9.69,
  "relative_energy_kcal_mol": 66.1
}



Record 6
{
  "formula": "C3H9NO3",
  "method": "wB97M-V/def2-TZVPD",
  "elements": ["O", "C", "C", "N", "C", "O", "H", "H", "H", "H", "H", "H", "H", "O", "H", "H"],
  "xyz": [[1.812735, 0.304421, -0.816210], [0.750019, -0.046268, -0.309388], [-0.568598, -0.539165, -1.036370], [-1.232956, 0.515373, -0.127602], [-2.840861, 0.175099, 0.028642], [-2.901629, -0.818300, 0.992759], [0.711202, -0.474866, 0.694136], [-0.818839, -1.539057, -0.753675], [-0.623660, -0.321178, -2.091147], [-1.051396, 1.371392, -0.646204], [-3.131693, 1.163474, 0.365566], [-3.116797, -0.139965, -0.991677], [-1.982754, -0.588292, 1.253154], [4.293838, 0.290430, 1.052195], [3.487699, 0.626999, 0.602814], [4.888318, 0.462427, 0.310189]],
  "forces_ev_per_angstrom": [[-2.011, 0.806, 0.766], [2.132, -4.153, -2.328], [1.818, 3.640, 2.367], [-3.225, -1.992, -1.475], [3.074, 1.555, -1.578], [1.135, 0.744, -0.479], [0.163, 0.768, 0.596], [-0.147, -0.531, 0.242], [-0.111, -0.060, -0.285], [-0.677, 0.295, 0.287], [-1.077, -0.057, -0.098], [-0.640, 0.177, 0.679], [-0.371, -1.123, 1.373], [-0.615, 0.685, -1.096], [0.025, -0.483, 0.680], [0.527, -0.271, 0.349]],
  "total_energy_ev": -10886.68293,
  "smiles": "O=CCNCO.O",
  "total_charge": 0,
  "e_lumo_ha": 0.0237,
  "gap_ev": 10.63,
  "relative_energy_kcal_mol": 89.9
}



Record 7
{
  "formula": "C3H9NO3",
  "method": "wB97M-V/def2-TZVPD",
  "elements": ["N", "O", "C", "C", "O", "C", "O", "H", "H", "H", "H", "H", "H", "H", "H", "H"],
  "xyz": [[0.098132, 1.136460, 2.704465], [0.901830, 0.140281, 2.052358], [0.859623, 0.307168, 0.650029], [-0.509542, -0.043566, 0.053673], [-0.562939, 0.244817, -1.338388], [-0.009048, -0.760286, -2.234998], [-1.121842, -1.483738, -2.609833], [-0.455637, 0.624078, 3.386753], [0.754748, 1.718540, 3.223976], [1.634064, -0.367882, 0.278004], [1.112092, 1.336527, 0.369769], [-1.264425, 0.583425, 0.533749], [-0.748054, -1.099168, 0.225568], [0.702465, -1.429038, -1.733669], [0.415367, -0.184422, -3.071262], [-1.806835, -0.723198, -2.490193]],
  "forces_ev_per_angstrom": [[0.056, 0.018, -0.326], [-0.124, 0.035, 0.493], [-0.315, 0.140, -0.263], [0.211, -0.090, 0.026], [1.266, 0.066, -0.190], [-0.577, 1.112, 1.116], [-1.988, 1.306, -0.251], [0.156, -0.017, -0.086], [-0.035, -0.212, -0.061], [-0.020, 0.072, -0.035], [0.017, -0.077, 0.017], [0.042, -0.126, -0.076], [-0.017, 0.035, 0.097], [0.039, 0.271, -0.160], [0.157, -0.278, 0.268], [1.132, -2.253, -0.568]],
  "total_energy_ev": -10886.74302,
  "smiles": "NOCCOCO",
  "total_charge": 0,
  "e_lumo_ha": 0.0355,
  "gap_ev": 10.66,
  "relative_energy_kcal_mol": 88.5
}



Record 8
{
  "formula": "C3H9NO3",
  "method": "wB97M-V/def2-TZVPD",
  "elements": ["O", "C", "C", "N", "C", "O", "H", "H", "H", "H", "H", "H", "H", "O", "H", "H"],
  "xyz": [[-1.237679, -2.133552, 1.381628], [-0.309871, -1.955431, 0.651417], [-0.121036, -0.931214, -0.462459], [1.251708, -0.398798, -0.409573], [1.377971, 1.009194, -0.582986], [0.762024, 1.522858, -1.801297], [0.651356, -2.494006, 0.811718], [-0.760161, -0.102653, -0.152489], [-0.310607, -1.381367, -1.444846], [1.845123, -0.868651, -1.082563], [0.787170, 1.484556, 0.211107], [2.436894, 1.234782, -0.575570], [1.422576, 2.043594, -2.277023], [-2.258965, 1.105632, 1.694492], [-2.893715, 1.634234, 2.165892], [-2.642787, 0.230822, 1.872550]],
  "forces_ev_per_angstrom": [[-0.740, 0.257, -0.166], [1.850, -0.143, -0.192], [0.110, 0.571, 0.807], [0.040, -0.642, -0.402], [-1.316, 0.243, -0.117], [0.701, -0.236, 0.048], [-0.148, -0.322, 0.125], [-0.497, -0.031, -0.787], [-0.557, 0.298, 0.227], [-0.023, -0.103, 0.091], [0.600, 0.035, 0.115], [0.117, 0.344, 0.225], [-0.235, -0.182, 0.075], [-0.264, -0.878, 0.080], [-0.222, 0.891, 0.221], [0.584, -0.103, -0.348]],
  "total_energy_ev": -10888.42838,
  "smiles": "O=CCNCO.O",
  "total_charge": 0,
  "e_lumo_ha": 0.0299,
  "gap_ev": 10.20,
  "relative_energy_kcal_mol": 49.7
}



Record 9
{
  "formula": "C3H9NO3",
  "method": "wB97M-V/def2-TZVPD",
  "elements": ["N", "C", "C", "C", "O", "O", "H", "H", "H", "H", "H", "H", "H", "O", "H", "H"],
  "xyz": [[0.424686, 1.137332, 1.954032], [0.516805, 0.633739, 0.560361], [-0.850558, 1.042391, -0.180080], [-0.801835, 0.588834, -1.612943], [-0.595496, 1.329581, -2.639250], [-1.118728, -0.733166, -1.770417], [0.463576, 2.097163, 1.789238], [1.339584, 0.919418, 2.364646], [1.412600, 1.106748, 0.080797], [0.684083, -0.438939, 0.535995], [-0.855893, 2.081131, -0.139113], [-1.675396, 0.556820, 0.268253], [-1.347237, -0.871396, -2.736130], [0.950386, -3.183751, 0.195484], [0.230331, -3.755079, 0.497010], [1.223088, -2.510820, 0.832124]],
  "forces_ev_per_angstrom": [[0.677, -2.157, -0.512], [-0.549, 0.591, -0.357], [3.230, -2.113, -0.538], [-0.020, 2.016, -4.438], [-0.695, -2.868, 4.252], [-0.276, 0.898, -0.924], [-0.112, 2.218, 0.386], [-0.483, 0.092, 0.197], [-0.914, -0.364, -0.227], [-0.270, -0.103, 0.031], [-0.532, 1.813, -0.074], [-0.787, -0.275, 0.807], [0.703, 0.307, 1.367], [0.276, -0.104, -0.586], [0.350, 0.664, 0.433], [-0.599, -0.615, 0.183]],
  "total_energy_ev": -10889.12530,
  "smiles": "NCCC(=O)O.O",
  "total_charge": 0,
  "e_lumo_ha": 0.0226,
  "gap_ev": 10.76,
  "relative_energy_kcal_mol": 33.6
}



Record 10
{
  "formula": "C3H9NO3",
  "method": "wB97M-V/def2-TZVPD",
  "elements": ["C", "C", "N", "C", "O", "O", "H", "H", "H", "H", "H", "H", "H", "O", "H", "H"],
  "xyz": [[1.420870, 0.051491, -1.662780], [-0.091214, -0.087490, -1.723954], [-0.875120, 0.605258, -0.722397], [-0.466901, 0.858203, 0.555570], [0.561331, 0.503681, 1.078320], [-1.421652, 1.563631, 1.216458], [1.821472, -0.155346, -0.681990], [1.829515, -0.583269, -2.438542], [1.731981, 1.073992, -1.859733], [-0.443761, 0.278531, -2.698845], [-0.315578, -1.159455, -1.807535], [-1.879606, 0.582291, -0.781566], [-0.994915, 1.998113, 1.965131], [0.696180, -2.748240, 1.075501], [-0.204319, -3.035000, 1.270007], [0.609864, -1.785701, 1.062956]],
  "forces_ev_per_angstrom": [[-0.264, 0.798, 0.152], [-0.169, -0.714, -1.090], [0.139, 0.064, 0.972], [-0.370, -0.370, -0.417], [0.406, 0.125, 0.194], [-0.046, 0.278, -0.192], [0.090, -0.544, 0.022], [0.241, -0.173, 0.024], [-0.047, 0.220, -0.219], [0.154, 0.218, 0.213], [-0.149, 0.005, 0.646], [-0.021, 0.247, -0.480], [-0.001, -0.293, 0.168], [-0.413, 0.145, -0.029], [0.172, -0.149, -0.002], [0.280, 0.141, 0.039]],
  "total_energy_ev": -10890.21779,
  "smiles": "CCNC(=O)O.O",
  "total_charge": 0,
  "e_lumo_ha": 0.0210,
  "gap_ev": 10.58,
  "relative_energy_kcal_mol": 8.4
}